(1)
# C13H21Br2ClF3N2O3P

2 unconnected molecules or ions with the total composition C13H21Br2ClF3N2O3P (ωB97M-V/def2-TZVPD, the Open Molecules 2025 dataset).

## Properties
**Structure (SMILES)**: COC[C@H]1NC(=O)[C@@](CC(=O)Cl)([PH2]=N)[C@@H]1CCC(F)(F)F.BrCCBr
**2S+1**: 1
**Orbital gap**: 9.32 eV
**HOMO energy**: -0.326 hartree
**Charge**: 0

Structure (XYZ):
```
46
Properties=species:S:1:pos:R:3:forces:R:3:nbo_charge:R:1
Br -1.247 -5.412 -3.448 -0.03 0.02 0.02 -0.005
Br -3.007 -2.225 -2.808 0.03 0.01 -0.01 -0.008
Cl -0.200 -3.397 -0.379 -0.17 0.03 -0.14 -0.045
P 1.229 -0.851 3.112 -0.09 -0.10 0.29 1.384
F -3.278 0.466 1.134 -0.12 0.11 0.05 -0.334
F -2.784 0.644 -0.956 0.05 -0.19 -0.21 -0.328
F -4.111 2.072 -0.040 -0.11 0.07 -0.06 -0.324
O -0.637 -3.258 2.152 -0.17 -0.38 0.64 -0.489
O 2.344 -1.640 0.329 0.06 -0.10 -0.01 -0.578
O 3.213 2.639 -0.714 -0.02 0.18 -0.02 -0.558
N 1.588 0.361 -0.536 0.43 0.21 0.29 -0.620
N 0.324 -0.703 4.373 -0.03 0.30 -0.42 -1.300
C -1.820 2.259 0.487 0.07 0.26 -0.03 -0.510
C 4.455 3.311 -0.555 0.09 -0.04 0.07 -0.250
C -2.727 -4.598 -4.407 0.04 -0.08 0.00 -0.451
C 1.251 1.625 0.122 -0.06 -0.08 -0.07 -0.057
C -2.598 -3.101 -4.493 -0.02 0.07 0.02 -0.450
C -0.906 1.869 1.659 0.11 0.02 0.12 -0.400
C 1.641 -0.661 0.378 -0.19 0.14 -0.02 0.690
C -2.994 1.357 0.162 0.06 -0.18 0.13 0.980
C 2.519 2.388 0.485 0.07 -0.10 0.02 -0.066
C -0.567 -2.623 1.164 0.46 0.55 -0.48 0.564
C 0.477 1.204 1.405 -0.07 0.10 0.09 -0.204
C -0.709 -1.107 1.105 -0.23 -0.05 0.02 -0.527
C 0.597 -0.355 1.458 -0.13 0.02 -0.14 -0.458
H 2.261 3.328 1.001 0.02 -0.10 -0.06 0.175
H 4.542 4.071 -1.337 -0.02 -0.14 0.09 0.194
H 3.129 1.773 1.171 -0.07 0.09 -0.07 0.168
H -1.593 -2.796 -4.768 -0.01 0.00 -0.02 0.230
H -1.254 2.377 -0.439 -0.14 0.02 0.05 0.236
H 2.359 0.392 -1.195 -0.16 0.01 -0.02 0.416
H -3.635 -4.899 -3.894 -0.01 0.00 -0.02 0.231
H -0.644 -0.466 4.188 0.07 -0.14 0.20 0.377
H -3.312 -2.705 -5.211 -0.01 -0.02 0.00 0.228
H -0.680 2.802 2.187 -0.07 -0.15 -0.09 0.226
H -1.469 1.266 2.379 0.15 0.12 -0.07 0.235
H -2.708 -5.033 -5.404 0.00 0.02 0.00 0.228
H 1.783 -2.117 2.879 0.03 -0.05 -0.01 -0.046
H 1.080 1.582 2.244 -0.08 -0.14 -0.11 0.225
H -2.275 3.233 0.697 0.17 -0.16 0.02 0.246
H 2.396 -0.057 3.146 0.09 -0.06 0.00 -0.091
H -1.046 -0.809 0.107 0.01 -0.03 0.19 0.254
H 5.287 2.601 -0.650 -0.14 0.11 0.05 0.183
H 0.678 2.254 -0.565 -0.03 -0.10 0.10 0.202
H -1.478 -0.867 1.851 0.19 -0.03 -0.25 0.255
H 4.523 3.804 0.423 -0.03 -0.05 -0.14 0.174
```
Positions in Å, forces in eV/Å.



(2)
# C13H21F5FeNO4S

A molecular structure, C13H21F5FeNO4S in a non-equilibrium geometry (ωB97M-V/def2-TZVPD, the Open Molecules 2025 dataset).

## Properties
**2S+1**: 6
**<S²>**: 8.7529
**Orbital gap (spin up / spin down)**: 6.50 / 7.33 eV
**ΔE to the lowest compared entry with this formula, charge and spin**: 92.2 kJ/mol
**HOMO energy (spin up / spin down)**: -0.559 / -0.589 hartree
**Charge**: +2

Structure (XYZ):
```
46
Properties=species:S:1:pos:R:3:forces:R:3:nbo_charge:R:1
Fe -2.119 -6.099 -2.393 0.31 -1.30 -0.57 0.971
S -1.855 -0.815 0.302 -1.28 1.37 0.83 2.109
F -1.090 -3.034 -2.110 -0.43 -0.10 0.19 -0.281
F -2.729 -4.432 -1.546 -0.09 1.51 0.39 -0.460
F -3.547 -2.727 0.353 0.35 0.22 -0.15 -0.267
F -3.155 -2.381 -2.280 0.73 -0.66 0.62 -0.232
F -1.525 -3.468 0.654 0.06 0.26 -0.45 -0.281
O 0.809 -2.086 1.606 -0.05 -0.30 -0.09 -0.552
O -1.106 2.820 -0.850 1.63 0.85 0.39 -0.062
O -2.242 -0.638 1.659 0.52 -0.74 0.57 -0.870
O -2.631 -0.064 -0.639 0.41 -0.24 -1.02 -0.912
N -0.075 2.403 -0.400 -3.08 -3.02 -0.32 0.341
C -0.097 -0.431 0.120 0.87 -0.50 -0.86 -0.295
C 0.300 0.546 1.234 0.00 0.25 -0.90 -0.427
C 0.747 1.551 -1.329 1.38 1.29 -2.14 0.091
C -2.285 -3.029 -1.541 -0.43 0.47 -0.62 0.941
C 1.007 2.877 1.770 0.61 -0.40 -0.93 -0.605
C -2.274 -2.612 -0.055 -0.51 -0.58 0.48 0.378
C 0.541 2.111 -2.751 0.03 -0.28 0.36 -0.616
C 2.105 -2.371 2.147 -0.39 0.01 0.05 -0.251
C -1.399 2.396 1.704 0.33 -0.11 -0.47 -0.622
C 0.818 -1.673 0.278 -0.34 0.36 0.77 -0.042
C -0.073 2.033 1.037 0.39 1.10 2.01 0.086
C 2.264 1.633 -1.063 -0.81 -0.40 0.65 -0.627
C 0.190 0.128 -1.311 -0.51 -0.09 1.06 -0.422
H 2.533 -1.465 2.558 0.22 0.23 0.08 0.180
H 2.588 0.830 -0.417 0.23 -0.01 0.42 0.213
H 0.526 -2.471 -0.403 0.02 -0.17 -0.16 0.181
H 2.765 1.480 -2.003 0.24 0.15 -0.28 0.255
H -0.092 0.255 2.192 -0.27 -0.17 0.26 0.303
H -2.256 2.002 1.180 -0.31 0.08 -0.12 0.245
H 2.526 2.590 -0.641 0.32 0.26 0.01 0.244
H 1.988 2.466 1.572 0.29 -0.08 0.08 0.218
H 1.215 1.583 -3.407 0.19 -0.22 -0.20 0.239
H 1.373 0.458 1.323 0.33 0.00 -0.05 0.243
H 1.035 3.889 1.394 -0.29 0.44 0.20 0.240
H -1.451 3.467 1.840 -0.32 0.27 -0.15 0.245
H 2.762 -2.792 1.399 0.21 -0.14 -0.25 0.182
H -1.362 1.948 2.685 -0.06 -0.12 0.32 0.247
H 1.971 -3.091 2.939 -0.04 -0.16 0.24 0.223
H 0.956 -0.481 -1.770 0.28 -0.12 -0.21 0.250
H 0.828 3.153 -2.783 -0.12 0.33 -0.10 0.246
H -0.676 0.078 -1.956 -0.32 0.07 0.01 0.263
H 1.806 -1.328 -0.006 0.31 0.03 -0.20 0.192
H -0.459 1.945 -3.122 -0.33 0.28 -0.03 0.237
H 0.844 2.849 2.834 -0.23 0.09 0.28 0.260
```
Positions in Å, forces in eV/Å.



(3)
# C13H21F9GaIO3P2

A molecular structure, C13H21F9GaIO3P2 in a non-equilibrium geometry (ωB97M-V/def2-TZVPD, the Open Molecules 2025 dataset).

## Properties
**2S+1**: 1
**Orbital gap**: 6.42 eV
**ΔE to the lowest compared entry with this formula, charge and spin**: 7.6 kJ/mol
**HOMO energy**: -0.551 hartree
**Charge**: +2

Structure (XYZ):
```
50
Properties=species:S:1:pos:R:3:forces:R:3:nbo_charge:R:1
I -2.511 -2.006 -0.993 -0.55 -1.33 0.47 0.174
Ga -0.439 -1.076 0.393 2.00 2.01 0.53 0.974
P -1.943 0.410 1.573 -1.02 0.38 0.53 0.964
P 1.040 -1.869 -1.349 0.42 -0.72 -0.91 0.964
F 2.247 3.088 1.961 -0.64 0.63 -1.09 -0.283
F 0.311 3.782 1.222 0.92 -0.16 -0.29 -0.318
F 2.151 4.814 0.597 -0.65 -1.42 0.38 -0.278
F 3.839 1.795 0.362 -0.57 0.61 -1.09 -0.286
F 1.594 4.510 -1.938 -0.59 -1.44 0.55 -0.272
F -0.269 3.558 -1.272 1.01 -0.09 -0.24 -0.313
F 3.291 1.540 -1.736 -0.11 0.62 0.75 -0.318
F 3.842 3.537 -0.989 -0.71 -1.39 0.38 -0.278
F 1.072 2.490 -2.618 0.01 0.70 0.76 -0.313
O 0.896 1.458 -0.251 0.75 1.15 -0.12 -0.567
O -0.856 -3.092 1.544 -3.10 0.02 -3.18 -0.510
O 1.828 0.450 1.582 -0.68 0.05 -0.75 -0.548
C 3.196 2.386 -0.671 1.94 -0.19 -0.12 0.975
C -1.255 1.481 2.865 0.58 -0.22 0.13 -0.958
C 0.626 -0.876 -2.818 -0.26 0.19 0.18 -0.959
C 1.618 3.598 0.877 0.21 1.14 1.61 0.969
C 1.046 3.338 -1.551 -0.89 1.12 -1.78 0.987
C 1.723 2.673 -0.345 -0.55 -0.61 -0.12 -0.023
C 1.019 0.468 0.693 0.34 -0.84 1.02 0.382
C -2.560 1.568 0.308 0.20 -0.16 -0.26 -0.959
C -3.416 -0.321 2.348 -0.01 -0.26 0.14 -0.962
C 2.825 -1.629 -1.136 0.09 0.15 0.62 -0.958
C 0.887 -3.608 -1.856 -0.05 -0.23 0.18 -0.961
C -1.811 -3.433 0.837 2.55 0.58 2.15 0.642
C -2.647 -4.642 0.931 -0.26 -0.31 -0.02 -0.775
H 3.110 -0.582 -1.288 -0.17 -0.29 0.09 0.285
H -0.605 0.891 3.521 -0.10 0.19 -0.01 0.276
H -0.670 2.303 2.436 -0.15 -0.32 0.07 0.286
H 3.116 -1.930 -0.123 0.09 0.05 -0.19 0.276
H -0.089 -3.817 -2.306 0.18 0.07 0.03 0.257
H -3.301 2.236 0.768 0.13 -0.22 -0.05 0.284
H -3.108 -1.110 3.050 -0.11 0.26 -0.13 0.260
H -3.024 1.014 -0.514 -0.07 0.20 0.14 0.247
H -4.094 -0.753 1.606 0.09 0.12 0.10 0.257
H -2.575 -5.181 -0.023 -0.14 0.11 0.10 0.300
H -3.689 -4.327 1.070 0.11 -0.08 -0.14 0.300
H -2.346 -5.310 1.759 0.11 0.55 -0.31 0.303
H -2.076 1.903 3.459 0.10 -0.15 -0.23 0.278
H 1.021 -4.259 -0.979 0.03 0.15 -0.27 0.260
H 1.224 -1.231 -3.668 -0.14 -0.01 0.21 0.284
H -1.744 2.178 -0.101 -0.14 -0.20 0.19 0.286
H 1.681 -3.835 -2.582 -0.28 0.05 0.16 0.280
H -3.942 0.462 2.914 0.09 -0.24 -0.21 0.280
H -0.439 -0.976 -3.052 0.21 -0.01 -0.14 0.247
H 0.846 0.186 -2.652 0.00 -0.30 0.05 0.287
H 3.361 -2.252 -1.863 -0.24 0.12 0.11 0.278
```
Positions in Å, forces in eV/Å.



(4)
# C13H21IrN3O3S

A molecular structure, C13H21IrN3O3S in a non-equilibrium geometry (ωB97M-V/def2-TZVPD, the Open Molecules 2025 dataset).

## Properties
**2S+1**: 1
**Orbital gap (spin up / spin down)**: 7.06 / 7.11 eV
**HOMO energy (spin up / spin down)**: -0.683 / -0.686 hartree
**Charge**: +3

Structure (XYZ):
```
42
Properties=species:S:1:pos:R:3:forces:R:3:nbo_charge:R:1
Ir -0.653 0.340 0.282 -0.20 1.09 -0.50 1.049
S -2.023 -0.295 -1.258 0.05 -0.58 0.90 0.196
O 0.248 2.245 0.699 0.31 -0.64 0.31 -0.531
O 1.035 0.164 -0.716 -0.18 -0.10 0.19 -0.600
O -0.957 0.527 2.215 -0.19 -0.25 -0.44 -0.632
N 3.048 1.023 -1.222 -0.01 -0.02 -0.07 -0.281
N -1.138 1.871 4.013 -0.08 -0.04 -0.03 -0.266
N -2.832 -2.364 -2.688 0.02 -0.07 -0.05 -0.430
C -1.833 0.801 4.765 0.02 0.00 0.00 -0.426
C -0.064 2.765 2.010 -0.04 0.25 -0.06 -0.158
C -1.235 -3.009 -1.090 0.01 0.01 0.02 -0.201
C -1.986 -2.021 -1.684 0.09 0.03 -0.28 0.034
C -2.239 -4.637 -2.562 0.03 -0.01 0.03 -0.196
C 1.902 1.129 -0.632 0.06 0.04 -0.01 0.645
C 1.588 2.367 0.180 -0.03 0.23 -0.01 -0.157
C -0.765 1.681 2.795 0.13 0.06 -0.02 0.643
C 4.077 2.078 -1.143 0.00 0.00 0.00 -0.433
C -2.981 -3.622 -3.130 -0.03 0.07 -0.01 0.123
C 3.424 -0.178 -1.992 0.01 0.01 0.00 -0.426
C -1.358 -4.324 -1.539 -0.01 -0.03 -0.02 -0.067
C -0.905 3.160 4.698 0.00 0.00 -0.02 -0.434
H -1.437 -0.168 4.480 -0.01 0.00 -0.01 0.246
H 0.142 3.246 4.988 0.00 0.00 0.01 0.244
H 0.834 3.117 2.520 0.03 -0.07 0.00 0.252
H -2.360 -5.650 -2.919 0.00 0.00 0.00 0.287
H -3.389 -1.638 -3.131 0.00 0.00 0.00 0.459
H 4.673 1.951 -0.239 0.00 0.00 0.00 0.245
H 2.722 -0.981 -1.804 0.00 0.00 0.00 0.239
H -2.900 0.849 4.552 0.00 0.00 0.01 0.250
H -0.768 -5.104 -1.075 0.00 0.00 0.00 0.272
H -3.693 -3.770 -3.930 0.00 -0.01 0.00 0.273
H 4.725 1.975 -2.009 0.00 0.00 0.00 0.265
H -0.739 3.613 1.869 0.05 0.04 0.00 0.266
H 3.632 3.070 -1.173 0.00 -0.01 0.01 0.228
H -1.663 0.972 5.823 0.01 -0.01 0.00 0.253
H 4.422 -0.476 -1.680 0.00 0.00 0.00 0.251
H 3.435 0.076 -3.051 0.00 0.00 0.00 0.249
H -1.520 3.183 5.591 -0.01 0.00 -0.01 0.268
H -0.569 -2.763 -0.275 -0.03 0.03 0.00 0.258
H 2.312 2.488 0.987 -0.01 -0.06 0.03 0.247
H -1.200 3.994 4.063 0.02 0.00 -0.01 0.232
H 1.618 3.249 -0.462 0.01 0.03 0.04 0.262
```
Positions in Å, forces in eV/Å.